[1]
Entry from the Open Molecules 2025 dataset: a 5-piece molecular cluster, C39H70F6NO11S4 overall at a distorted geometry (ωB97M-V/def2-TZVPD).

```
! wB97M-V def2-TZVPD RIJCOSX def2/J DEFGRID3
* xyz 1 1
C -2.310 -7.023 4.787
C -2.291 -6.880 3.136
C -2.646 -5.327 2.733
C -1.505 -4.237 3.216
C -0.024 -4.582 2.524
C -0.058 -4.393 0.863
C 0.847 -3.128 0.335
C -0.025 -1.755 0.026
C 0.696 -0.541 0.854
C 0.160 1.001 0.715
N 1.261 1.835 1.404
C 2.459 0.968 1.722
C 3.928 1.638 1.993
C 4.511 1.161 3.487
C 5.603 -0.059 3.399
C 5.153 -1.329 2.463
C 6.096 -2.690 2.697
C 7.612 -2.489 2.087
C 2.314 -0.225 0.569
C 2.715 0.184 -1.003
O 2.600 1.478 -1.334
C 3.178 -0.908 -2.134
F 1.940 -1.699 -2.487
F 4.120 -1.913 -1.542
C 3.713 -0.264 -3.546
F 2.710 0.654 -4.205
F 3.836 -1.427 -4.504
C 5.204 0.415 -3.479
F 5.409 1.095 -4.811
F 5.371 1.470 -2.454
C 6.421 -0.680 -3.344
O 6.828 -1.422 -4.379
O 7.024 -0.849 -2.004
H -1.275 -6.696 5.264
H -2.518 -8.149 5.043
H -3.210 -6.383 5.182
H -3.052 -7.626 2.641
H -1.213 -7.235 2.770
H -3.658 -5.048 3.289
H -2.898 -5.223 1.574
H -1.367 -4.192 4.400
H -1.789 -3.163 2.783
H 0.330 -5.677 2.835
H 0.756 -3.853 3.035
H 0.404 -5.412 0.445
H -1.180 -4.379 0.490
H 1.558 -3.434 -0.570
H 1.595 -2.866 1.227
H -1.087 -1.936 0.519
H -0.212 -1.550 -1.110
H 0.455 -0.809 1.974
H -0.919 1.291 1.064
H 0.133 1.330 -0.431
H 1.446 2.619 0.710
H 0.793 2.382 2.182
H 2.120 0.421 2.703
H 4.745 1.242 1.220
H 3.916 2.829 2.052
H 5.023 2.095 4.027
H 3.647 0.818 4.211
H 6.654 0.414 3.094
H 5.768 -0.486 4.495
H 5.280 -1.025 1.330
H 4.050 -1.687 2.626
H 5.592 -3.595 2.108
H 6.119 -3.023 3.834
H 7.709 -1.347 1.761
H 7.706 -3.134 1.100
H 8.470 -2.814 2.822
H 2.926 -1.209 0.735
H 6.959 -1.839 -1.822
C -5.984 2.954 0.445
C -5.324 2.636 -0.896
C -3.836 2.410 -0.633
S -3.711 1.812 1.047
O -3.010 2.802 1.837
O -3.322 0.417 1.029
C -5.450 1.918 1.423
H -7.075 2.919 0.379
H -5.696 3.960 0.770
H -5.768 1.725 -1.314
H -5.478 3.440 -1.623
H -3.416 1.666 -1.315
H -3.270 3.343 -0.703
H -5.590 2.201 2.468
H -5.893 0.935 1.236
C -4.509 8.713 -1.601
C -5.990 8.443 -1.863
C -6.122 6.978 -2.279
S -4.765 6.114 -1.503
O -3.878 5.626 -2.538
O -5.282 5.255 -0.457
C -4.021 7.548 -0.752
H -4.354 9.671 -1.097
H -3.963 8.738 -2.552
H -6.561 8.618 -0.943
H -6.393 9.109 -2.632
H -7.068 6.548 -1.940
H -6.025 6.859 -3.361
H -2.935 7.446 -0.746
H -4.398 7.623 0.273
C 4.134 -8.500 3.486
C 4.546 -8.070 2.078
C 3.988 -6.667 1.845
S 3.880 -5.899 3.455
O 2.484 -5.671 3.763
O 4.877 -4.851 3.551
C 4.440 -7.311 4.385
H 4.669 -9.397 3.809
H 3.060 -8.719 3.506
H 5.640 -8.048 2.009
H 4.183 -8.770 1.319
H 4.645 -6.074 1.204
H 2.983 -6.702 1.418
H 3.923 -7.355 5.346
H 5.518 -7.203 4.542
C -5.164 4.855 -6.580
C -4.753 5.285 -7.987
C -5.310 6.688 -8.220
S -5.419 7.456 -6.611
O -6.815 7.684 -6.302
O -4.422 8.504 -6.514
C -4.858 6.043 -5.680
H -4.629 3.958 -6.256
H -6.239 4.636 -6.560
H -3.658 5.306 -8.056
H -5.116 4.585 -8.746
H -4.653 7.280 -8.862
H -6.316 6.653 -8.648
H -5.375 6.000 -4.720
H -3.781 6.152 -5.524
*
```

Properties
E_LUMO = -0.1470 hartree
HOMO = -11.85 eV

=====

[2]
Entry from the Open Molecules 2025 dataset: a 10-piece molecular cluster, C39H70O23S5 overall at a distorted geometry (ωB97M-V/def2-TZVPD).

```
! wB97M-V def2-TZVPD RIJCOSX def2/J DEFGRID3
* xyz 1 2
C 3.297 1.050 -6.651
C 2.418 -0.186 -6.728
C 3.200 -1.469 -6.537
O 2.460 -2.164 -5.578
C 1.739 -1.355 -4.882
O 1.114 -1.662 -3.854
O 1.761 -0.178 -5.489
H 2.703 1.962 -6.587
H 3.979 1.077 -7.501
H 3.932 0.952 -5.770
H 1.803 -0.244 -7.626
H 4.260 -1.348 -6.314
H 3.087 -2.114 -7.408
C 0.344 -1.450 -0.320
C -0.055 -0.122 -0.995
C -1.470 0.363 -0.736
O -1.286 1.726 -0.559
C 0.027 1.975 -0.339
O 0.420 3.097 -0.102
O 0.804 0.895 -0.519
H 1.058 -1.899 -1.010
H -0.486 -2.157 -0.293
H 0.840 -1.348 0.645
H 0.146 -0.271 -2.056
H -1.819 -0.068 0.202
H -2.122 0.079 -1.561
C -3.757 0.251 2.625
C -3.205 0.944 3.872
C -4.200 1.395 4.922
O -3.642 0.813 6.081
C -2.713 -0.137 5.796
O -2.197 -0.864 6.643
O -2.462 -0.045 4.525
H -4.195 -0.719 2.859
H -2.937 0.169 1.911
H -4.439 0.981 2.188
H -2.387 1.651 3.734
H -5.142 0.894 4.695
H -4.371 2.469 4.988
C -0.707 -5.056 5.507
C -0.370 -3.747 4.667
C 0.529 -3.859 3.477
O -0.088 -3.063 2.492
C -1.372 -2.996 2.713
O -2.207 -2.396 2.043
O -1.624 -3.385 4.015
H -0.924 -5.962 4.941
H -1.504 -4.763 6.190
H 0.186 -5.221 6.109
H -0.124 -2.935 5.351
H 0.617 -4.879 3.103
H 1.529 -3.444 3.604
C 0.225 -7.568 -0.072
C -0.463 -6.462 -0.846
O -1.191 -6.731 -1.824
C -0.241 -5.047 -0.372
H -0.157 -7.363 0.928
H 1.300 -7.389 -0.073
H -0.025 -8.547 -0.481
H -0.680 -4.925 0.618
H -0.656 -4.389 -1.134
H 0.835 -4.869 -0.367
C -6.174 3.414 -3.120
C -4.719 3.920 -3.087
C -3.847 3.091 -2.025
S -5.032 2.526 -0.723
O -4.899 3.229 0.583
O -5.122 1.061 -0.685
C -6.514 3.095 -1.655
H -6.249 2.507 -3.721
H -6.836 4.054 -3.703
H -4.642 4.949 -2.737
H -4.272 3.902 -4.081
H -3.044 3.568 -1.464
H -3.410 2.213 -2.501
H -6.877 3.951 -1.085
H -7.292 2.346 -1.507
C 1.117 0.646 3.057
C 0.630 1.808 3.930
C 1.726 2.853 3.908
S 3.340 1.893 3.898
O 3.874 2.014 5.295
O 4.160 2.322 2.709
C 2.490 0.242 3.592
H 1.141 0.855 1.987
H 0.404 -0.160 3.231
H 0.420 1.549 4.968
H -0.303 2.202 3.526
H 1.693 3.628 4.674
H 1.555 3.231 2.900
H 2.428 -0.364 4.496
H 3.117 -0.355 2.930
C 3.009 5.050 -0.688
C 3.779 4.355 0.434
C 5.211 4.970 0.352
S 5.080 6.748 -0.244
O 5.756 6.832 -1.534
O 5.287 7.771 0.766
C 3.281 6.574 -0.589
H 1.944 4.835 -0.599
H 3.355 4.765 -1.681
H 3.887 3.277 0.312
H 3.427 4.648 1.423
H 5.778 4.533 -0.471
H 5.825 4.830 1.241
H 3.000 7.227 -1.415
H 2.824 6.972 0.317
C -4.145 -2.297 -0.358
C -4.145 -3.815 -0.368
C -3.500 -4.333 -1.732
S -3.463 -2.908 -2.895
O -4.117 -3.226 -4.170
O -2.155 -2.336 -2.828
C -4.511 -1.919 -1.771
H -3.186 -1.855 -0.088
H -4.760 -1.995 0.489
H -5.130 -4.238 -0.170
H -3.595 -4.100 0.528
H -4.132 -5.149 -2.081
H -2.520 -4.803 -1.654
H -5.565 -2.097 -1.988
H -4.408 -0.849 -1.956
C 5.031 0.000 0.075
C 3.593 0.126 -0.349
C 3.544 -0.129 -1.862
S 4.922 0.927 -2.516
O 4.591 2.385 -2.414
O 5.515 0.394 -3.735
C 5.980 0.567 -1.016
H 5.247 -1.043 0.307
H 5.186 0.532 1.013
H 3.225 1.106 -0.046
H 2.992 -0.614 0.180
H 2.655 0.121 -2.441
H 3.906 -1.139 -2.055
H 6.625 1.436 -0.889
H 6.615 -0.279 -1.277
*
```

Properties
E_LUMO (alpha / beta) = -0.0797 / -0.3275 hartree
HOMO (alpha / beta) = -11.19 / -11.19 eV

=====

[3]
Entry from the Open Molecules 2025 dataset: a 11-piece molecular cluster, C39H71N11O8 overall at a distorted geometry (ωB97M-V/def2-TZVPD).

```
! wB97M-V def2-TZVPD RIJCOSX def2/J DEFGRID3
* xyz 0 1
C -27.787 8.063 -7.671
C -26.372 7.466 -7.698
O -25.532 7.779 -8.508
N -26.163 6.608 -6.627
C -24.861 5.956 -6.438
H -27.935 8.777 -8.466
H -27.960 8.499 -6.715
H -28.447 7.193 -7.742
H -26.946 6.403 -6.011
H -25.078 4.885 -6.278
H -24.321 6.413 -5.596
H -24.323 6.099 -7.394
C -25.677 -3.839 -4.153
C -25.763 -2.894 -2.952
O -26.834 -2.451 -2.557
N -24.606 -2.540 -2.341
C -24.622 -1.794 -1.124
H -25.452 -4.843 -3.794
H -24.839 -3.487 -4.766
H -26.588 -3.815 -4.754
H -23.767 -2.938 -2.683
H -23.671 -1.940 -0.619
H -25.424 -2.212 -0.534
H -24.748 -0.732 -1.245
C -29.996 4.727 -7.042
C -29.127 4.326 -5.870
O -28.553 5.123 -5.143
N -29.090 2.974 -5.521
C -29.632 1.937 -6.348
H -29.640 5.708 -7.349
H -31.063 4.709 -6.899
H -29.786 4.005 -7.849
H -28.405 2.737 -4.846
H -29.210 1.779 -7.344
H -30.690 2.129 -6.505
H -29.658 0.996 -5.782
C -27.161 1.067 -2.471
C -27.460 0.935 -1.038
O -27.304 1.882 -0.257
N -28.006 -0.253 -0.637
C -28.455 -0.405 0.713
H -27.723 1.941 -2.810
H -27.363 0.169 -3.053
H -26.088 1.333 -2.526
H -28.046 -0.979 -1.358
H -27.618 -0.145 1.376
H -28.780 -1.433 0.867
H -29.280 0.265 0.948
C -19.085 3.527 -8.526
C -20.188 2.524 -8.270
O -20.128 1.334 -8.494
N -21.253 3.054 -7.592
C -22.360 2.163 -7.133
H -18.378 2.992 -9.178
H -18.553 3.804 -7.642
H -19.454 4.434 -9.053
H -21.288 4.011 -7.283
H -21.873 1.474 -6.440
H -22.780 1.669 -8.020
H -23.131 2.730 -6.633
C -22.545 6.499 0.714
C -23.479 5.490 0.089
O -23.326 5.113 -1.063
N -24.467 5.012 0.884
C -25.517 4.146 0.429
H -21.707 6.643 0.043
H -22.270 6.204 1.714
H -23.086 7.434 0.844
H -24.607 5.548 1.725
H -25.932 3.526 1.222
H -25.122 3.471 -0.325
H -26.342 4.654 0.010
C -25.712 4.503 -3.602
C -24.808 3.346 -3.978
O -25.060 2.526 -4.831
N -23.637 3.351 -3.314
C -22.746 2.158 -3.328
H -25.216 5.478 -3.684
H -25.929 4.370 -2.553
H -26.678 4.543 -4.124
H -23.421 4.080 -2.661
H -23.156 1.217 -3.000
H -21.863 2.426 -2.770
H -22.519 2.019 -4.353
C -29.804 4.578 -1.930
C -30.569 4.388 -0.659
O -31.620 4.953 -0.490
N -30.027 3.636 0.330
C -30.708 3.569 1.641
H -28.857 4.058 -2.012
H -29.609 5.632 -2.092
H -30.386 4.286 -2.812
H -29.199 3.089 0.168
H -31.597 4.177 1.552
H -30.078 3.972 2.408
H -30.959 2.529 1.853
N -26.048 8.373 -3.404
C -27.336 8.609 -3.316
C -28.096 8.249 -2.200
C -27.443 7.749 -1.115
C -26.075 7.556 -1.206
C -25.426 7.816 -2.398
H -27.711 9.101 -4.182
H -29.179 8.431 -2.189
H -28.017 7.406 -0.244
H -25.586 7.159 -0.338
H -24.343 7.699 -2.514
N -18.580 0.331 -2.284
C -19.475 -0.183 -1.472
C -20.669 -0.759 -1.894
C -20.907 -0.860 -3.241
C -19.957 -0.329 -4.108
C -18.800 0.243 -3.596
H -19.271 -0.101 -0.420
H -21.390 -1.137 -1.155
H -21.816 -1.317 -3.613
H -20.091 -0.485 -5.167
H -18.038 0.674 -4.239
N -27.460 0.213 -8.302
C -28.177 -0.870 -8.159
C -28.326 -1.508 -6.944
C -27.580 -1.096 -5.862
C -26.767 -0.016 -6.021
C -26.761 0.621 -7.244
H -28.662 -1.267 -9.061
H -29.008 -2.366 -6.870
H -27.613 -1.617 -4.936
H -26.229 0.428 -5.202
H -26.188 1.534 -7.432
*
```

Properties
E_LUMO = 0.0075 hartree
structure (SMILES) = CNC(C)=O.CNC(C)=O.CNC(C)=O.CNC(C)=O.CNC(C)=O.CNC(C)=O.CNC(C)=O.CNC(C)=O.c1ccncc1.c1ccncc1.c1ccncc1
ΔE to the lowest compared entry with this formula, charge and spin = 0.00 kJ/mol
HOMO = -8.90 eV

=====

Number 1: total energy -4601.5882 hartree. Number 2: total energy -5249.0616 hartree. Number 3: total energy -2733.0146 hartree.